No. 1
Entry from OMol25: C30H45CrNO3P2S as an isolated structure in a non-equilibrium geometry (wB97M-V/def2-TZVPD).

## Properties
Frontier orbital gap (spin up / spin down)   6.414 / 7.826 eV
Total charge   +1
Energy relative to the best compared isomer or geometry (same formula, charge and spin)   0.00 kcal per mole
Expectation value of S²   3.95
E_LUMO (spin up / spin down)   -4.6 / -3.2 eV
Multiplicity   4
Strongest force on any atom   2.696 eV Å⁻¹
Calculated total energy   -97300.4438 eV

Positions of all 83 atoms, in Å:
Cr1 0.41 -0.03 -0.32
C1 1.66 1.20 0.91
C2 1.42 1.83 -0.36
C3 -0.60 1.73 0.78
C4 0.40 1.14 1.61
C5 0.01 2.10 -0.46
C6 2.97 0.79 1.48
H1 3.65 0.48 0.68
H2 2.84 -0.05 2.18
H3 3.44 1.61 2.04
C7 0.20 0.77 3.03
H4 1.06 0.19 3.39
H5 -0.70 0.15 3.12
H6 0.08 1.64 3.70
C8 -1.96 2.12 1.22
H7 -2.02 3.16 1.59
H8 -2.29 1.47 2.04
H9 -2.67 2.02 0.40
C9 -0.66 2.91 -1.52
H10 -0.60 3.98 -1.28
H11 -1.73 2.65 -1.60
H12 -0.18 2.75 -2.49
C10 2.46 2.20 -1.37
H13 2.80 3.22 -1.18
H14 2.05 2.15 -2.39
H15 3.32 1.52 -1.30
C11 2.05 -5.63 -2.94
C12 3.21 -4.98 -3.15
C13 3.82 -4.64 -4.48
C14 2.80 -4.44 -5.63
C15 1.63 -3.56 -5.29
C16 0.44 -3.99 -4.84
C17 0.08 -5.42 -4.56
C18 1.24 -6.30 -4.02
H16 4.52 -5.44 -4.78
H17 2.48 -5.41 -6.03
H18 4.42 -3.73 -4.39
H19 1.87 -6.66 -4.83
H20 1.74 -5.88 -1.92
H21 3.88 -4.81 -2.29
H22 0.79 -7.19 -3.57
H23 -0.74 -5.46 -3.84
H24 -0.42 -3.31 -4.83
H25 -0.29 -5.90 -5.48
H26 3.35 -3.96 -6.45
H27 1.76 -2.52 -5.61
P1 1.31 -2.25 -0.60
C19 1.32 -3.49 0.70
C20 2.87 -2.18 -1.51
P2 -0.79 -1.01 -2.22
C21 -0.04 -2.67 -1.80
C22 -0.04 -0.50 -3.80
C23 -2.58 -1.16 -2.33
H28 0.40 -3.35 1.30
H29 2.19 -3.32 1.35
H30 1.35 -4.49 0.27
H31 2.99 -3.05 -2.17
H32 3.70 -2.16 -0.79
H33 2.91 -1.26 -2.12
H34 -2.86 -2.09 -2.84
H35 -2.97 -0.29 -2.88
H36 -2.99 -1.15 -1.30
H37 -0.81 -3.30 -1.30
H38 0.36 -3.19 -2.68
H39 -0.63 0.34 -4.21
H40 -0.01 -1.33 -4.54
H41 0.98 -0.14 -3.63
O1 -5.96 -1.59 0.67
S1 -4.89 -0.79 1.22
O2 -5.04 0.64 1.28
N1 -3.43 -1.21 0.58
C24 -2.50 -1.64 1.45
O3 -1.29 -1.86 1.14
C25 -3.09 -1.80 2.81
C26 -2.48 -2.20 4.00
C27 -3.24 -2.21 5.18
C28 -4.60 -1.80 5.16
C29 -5.18 -1.38 3.96
C30 -4.40 -1.37 2.82
H42 -1.44 -2.51 3.97
H43 -2.78 -2.53 6.12
H44 -5.17 -1.82 6.09
H45 -6.21 -1.05 3.89

***

No. 2
Entry from OMol25: a 4-piece molecular cluster, C30H45F5N3O4P2 overall in a non-equilibrium geometry (wB97M-V/def2-TZVPD).

## Properties
Frontier orbital gap   7.465 eV
Total charge   +1
E_LUMO   -3.4 eV
Strongest force on any atom   1.897 eV Å⁻¹
Calculated total energy   -76659.7435 eV

Positions of all 89 atoms, in Å:
C1 2.31 2.51 7.24
C2 1.49 2.27 5.98
O1 2.38 2.06 4.86
P1 2.02 2.73 3.47
O2 3.23 2.78 2.63
C3 0.80 1.75 2.59
C4 1.44 0.43 2.11
C5 1.29 0.29 0.58
P2 1.19 -1.40 0.02
F1 2.45 -2.20 0.36
C6 0.87 -1.44 -1.73
C7 1.54 -2.63 -2.47
C8 2.12 -2.23 -3.83
C9 3.40 -3.02 -4.16
C10 3.39 -3.51 -5.61
O3 4.30 -4.57 -5.88
C11 5.58 -4.41 -5.32
C12 -0.26 -2.24 0.85
F2 -1.20 -1.31 1.08
F3 -0.75 -3.14 -0.04
C13 0.11 -3.00 2.19
F4 0.05 -4.33 1.97
F5 -0.78 -2.65 3.14
O4 1.34 4.14 3.64
C14 2.14 5.13 4.38
C15 2.03 6.46 3.67
H1 1.87 2.00 8.09
H2 3.32 2.14 7.12
H3 2.36 3.56 7.49
H4 0.86 1.40 6.14
H5 0.83 3.12 5.83
H6 0.55 2.34 1.71
H7 -0.15 1.58 3.10
H8 0.89 -0.39 2.57
H9 2.48 0.36 2.41
H10 0.35 0.74 0.26
H11 2.13 0.74 0.06
H12 -0.21 -1.54 -1.84
H13 1.14 -0.49 -2.18
H14 0.77 -3.38 -2.64
H15 2.30 -3.12 -1.87
H16 2.32 -1.17 -3.86
H17 1.38 -2.41 -4.61
H18 4.24 -2.35 -4.04
H19 3.49 -3.88 -3.51
H20 2.41 -3.91 -5.83
H21 3.58 -2.71 -6.32
H22 5.62 -4.77 -4.29
H23 5.92 -3.38 -5.34
H24 6.28 -5.00 -5.90
H25 1.11 -2.73 2.55
H26 3.16 4.80 4.47
H27 1.68 5.21 5.36
H28 1.19 6.46 2.98
H29 1.85 7.26 4.38
H30 2.93 6.69 3.10
N1 -4.84 1.80 3.86
C16 -3.81 0.96 3.78
C17 -3.70 -0.04 2.83
C18 -4.73 -0.18 1.91
C19 -5.81 0.68 1.98
C20 -5.82 1.65 2.97
H31 -3.03 1.11 4.53
H32 -2.84 -0.68 2.81
H33 -4.68 -0.95 1.15
H34 -6.63 0.60 1.28
H35 -6.65 2.34 3.06
N2 -8.40 7.19 4.82
C21 -7.37 6.35 4.73
C22 -7.28 5.36 3.76
C23 -8.31 5.23 2.85
C24 -9.39 6.10 2.93
C25 -9.38 7.06 3.93
H36 -6.59 6.48 5.47
H37 -6.42 4.70 3.74
H38 -8.28 4.47 2.08
H39 -10.22 6.04 2.24
H40 -10.20 7.76 4.03
N3 3.22 -4.74 -9.97
C26 2.74 -5.54 -10.93
C27 2.71 -6.92 -10.83
C28 3.20 -7.51 -9.68
C29 3.70 -6.70 -8.67
C30 3.69 -5.33 -8.87
H41 2.37 -5.04 -11.81
H42 2.31 -7.52 -11.64
H43 3.19 -8.59 -9.57
H44 4.09 -7.12 -7.76
H45 4.06 -4.66 -8.11

***

No. 3
Entry from OMol25: a 10-piece molecular cluster, C30H45F5O30 overall in a non-equilibrium geometry (wB97M-V/def2-TZVPD).

## Properties
Frontier orbital gap   10.713 eV
SMILES string   O=C1OC[C@@H](F)O1.O=C1OC[C@@H](F)O1.O=C1OC[C@@H](F)O1.O=C1OC[C@@H](F)O1.O=C1OC[C@@H](F)O1.COC(=O)OC.COC(=O)OC.COC(=O)OC.COC(=O)OC.COC(=O)OC
Total charge   0
Energy relative to the best compared isomer or geometry (same formula, charge and spin)   88.16 kcal per mole
E_LUMO   0.0 eV
Strongest force on any atom   3.244 eV Å⁻¹
Calculated total energy   -106849.3038 eV

Positions of all 110 atoms, in Å:
O1 4.96 -18.49 26.72
C1 4.07 -19.11 26.22
O2 4.25 -19.97 25.21
C2 3.06 -20.68 24.92
C3 1.98 -19.79 25.57
F1 1.08 -20.53 26.24
O3 2.75 -19.10 26.52
H1 2.97 -20.93 23.87
H2 3.27 -21.62 25.44
H3 1.52 -19.10 24.87
O4 7.63 -19.50 20.66
C4 8.11 -20.20 19.82
O5 7.70 -21.43 19.51
C5 8.48 -21.98 18.43
C6 9.14 -20.71 17.85
F2 8.26 -20.35 16.85
O6 8.99 -19.81 18.91
H4 9.13 -22.73 18.90
H5 7.75 -22.42 17.77
H6 10.16 -20.79 17.49
O7 8.52 -11.01 31.23
C7 8.55 -11.58 30.19
O8 9.70 -12.18 29.67
C8 9.48 -12.47 28.30
C9 7.96 -12.49 28.22
F3 7.47 -13.69 28.57
O9 7.68 -11.48 29.18
H7 9.94 -11.73 27.66
H8 9.87 -13.45 28.01
H9 7.60 -12.24 27.22
O10 15.29 -16.99 27.66
C10 14.87 -17.13 26.54
O11 15.44 -16.63 25.44
C11 14.54 -16.97 24.36
C12 14.06 -18.36 24.87
F4 15.07 -19.23 24.73
O12 13.86 -18.01 26.21
H10 13.77 -16.21 24.25
H11 15.17 -17.14 23.49
H12 13.22 -18.74 24.29
O13 9.65 -15.78 31.68
C13 10.14 -16.46 30.85
O14 10.15 -16.14 29.53
C14 10.62 -17.22 28.76
C15 11.31 -18.08 29.78
F5 12.66 -17.89 29.67
O15 10.80 -17.64 31.01
H13 9.84 -17.79 28.26
H14 11.30 -16.87 27.98
H15 10.91 -19.08 29.59
C16 3.40 -12.79 24.85
O16 4.18 -13.41 25.86
C17 4.94 -14.46 25.53
O17 4.96 -14.95 24.42
O18 5.48 -14.88 26.66
C18 6.61 -15.74 26.59
H16 2.67 -13.47 24.40
H17 3.88 -12.13 24.14
H18 2.81 -12.07 25.42
H19 6.40 -16.68 26.08
H20 7.13 -15.86 27.53
H21 7.36 -15.21 25.99
C19 7.04 -20.96 26.68
O19 7.48 -22.19 27.27
C20 8.68 -22.24 27.85
O20 9.42 -21.31 28.05
O21 8.99 -23.48 28.23
C21 10.29 -23.86 28.63
H22 6.21 -21.05 25.97
H23 7.85 -20.38 26.25
H24 6.59 -20.47 27.55
H25 10.57 -23.05 29.31
H26 11.00 -23.99 27.81
H27 10.28 -24.77 29.22
C22 12.39 -13.48 23.47
O22 12.01 -13.19 24.80
C23 12.91 -13.15 25.77
O23 14.05 -13.52 25.71
O24 12.25 -13.01 26.95
C24 12.99 -12.73 28.14
H28 12.46 -14.54 23.26
H29 13.04 -12.74 23.01
H30 11.53 -13.22 22.84
H31 12.46 -13.26 28.93
H32 13.08 -11.68 28.45
H33 14.05 -12.96 28.12
C25 6.20 -23.21 23.67
O25 6.21 -22.00 22.97
C26 5.18 -21.46 22.30
O26 4.29 -22.09 21.77
O27 5.33 -20.17 22.22
C27 4.63 -19.30 21.39
H34 6.06 -24.08 23.04
H35 5.66 -23.26 24.62
H36 7.22 -23.32 24.05
H37 3.58 -19.10 21.63
H38 4.51 -19.80 20.43
H39 5.14 -18.34 21.31
C28 10.30 -15.96 25.43
O28 9.29 -16.83 24.93
C29 9.51 -18.14 25.13
O29 10.38 -18.68 25.76
O30 8.61 -18.87 24.47
C30 7.39 -18.34 23.92
H40 10.95 -16.36 26.20
H41 10.06 -15.01 25.90
H42 10.90 -15.61 24.59
H43 7.61 -17.83 22.98
H44 6.91 -17.74 24.68
H45 6.88 -19.26 23.66

***

No. 4
Entry from OMol25: C30H45GdNO2P2S2 as an isolated structure in a non-equilibrium geometry (wB97M-V/def2-TZVPD).

## Properties
Frontier orbital gap (spin up / spin down)   4.893 / 5.097 eV
Total charge   +1
Expectation value of S²   15.83
E_LUMO (spin up / spin down)   -2.7 / -4.9 eV
Multiplicity   8
Strongest force on any atom   4.586 eV Å⁻¹
Calculated total energy   -98489.9162 eV

Positions of all 83 atoms, in Å:
Gd1 1.95 -1.13 -2.71
C1 -0.66 1.93 0.63
C2 -1.41 0.74 0.41
C3 -0.53 0.61 2.52
C4 -0.11 1.84 1.94
C5 -1.31 -0.08 1.56
C6 -0.49 3.10 -0.25
H1 -0.89 2.92 -1.25
H2 0.58 3.35 -0.35
H3 -1.00 3.99 0.16
C7 0.76 2.84 2.58
H4 0.84 3.74 1.97
H5 1.77 2.45 2.74
H6 0.34 3.13 3.56
C8 -0.21 0.11 3.87
H7 -1.11 0.01 4.49
H8 0.49 0.79 4.37
H9 0.26 -0.88 3.79
C9 -1.88 -1.43 1.73
H10 -2.77 -1.43 2.39
H11 -1.13 -2.11 2.15
H12 -2.19 -1.84 0.75
C10 -2.18 0.34 -0.77
H13 -3.20 0.02 -0.51
H14 -1.71 -0.56 -1.19
H15 -2.22 1.13 -1.53
C11 3.05 -1.16 -4.63
C12 2.20 -0.35 -5.36
C13 1.34 -0.86 -6.50
C14 0.56 -2.19 -6.22
C15 0.16 -2.33 -4.82
C16 0.72 -3.19 -3.79
C17 2.21 -3.59 -3.96
C18 3.15 -2.68 -4.80
H16 1.97 -0.98 -7.40
H17 1.12 -3.06 -6.62
H18 0.62 -0.08 -6.82
H19 3.02 -2.97 -5.84
H20 3.90 -0.69 -4.10
H21 2.46 0.70 -5.47
H22 4.19 -2.96 -4.55
H23 2.66 -3.82 -2.97
H24 0.15 -4.18 -3.74
H25 2.15 -4.55 -4.47
H26 -0.35 -2.15 -6.88
H27 -0.83 -1.90 -4.65
P1 -0.45 1.71 -3.34
C19 1.31 2.33 -3.38
C20 -0.96 1.65 -5.10
P2 -0.10 -2.93 -2.00
C21 -0.08 -0.06 -3.17
C22 -1.81 -3.35 -2.29
C23 0.61 -4.16 -0.88
H28 1.60 2.62 -2.37
H29 1.30 3.24 -4.00
H30 2.05 1.61 -3.77
H31 -1.28 0.65 -5.42
H32 -0.14 2.02 -5.72
H33 -1.85 2.31 -5.18
H34 1.69 -4.21 -1.00
H35 0.17 -5.16 -0.97
H36 0.41 -3.79 0.14
H37 0.02 -0.37 -4.24
H38 -0.94 -0.53 -2.71
H39 -2.27 -3.68 -1.33
H40 -1.93 -4.12 -3.06
H41 -2.34 -2.45 -2.62
O1 3.30 -3.58 1.49
S1 2.42 -2.45 1.58
O2 1.00 -2.69 1.85
N1 2.58 -1.39 0.30
C24 3.13 -0.21 0.65
S2 3.41 0.78 -0.70
C25 3.34 -0.09 2.12
C26 3.76 0.94 2.99
C27 3.88 0.73 4.37
C28 3.53 -0.50 4.95
C29 3.08 -1.53 4.11
C30 2.99 -1.28 2.76
H42 4.00 1.91 2.56
H43 4.23 1.52 5.04
H44 3.59 -0.68 6.02
H45 2.78 -2.51 4.49

***

No. 5
Entry from OMol25: C30H45IrNO3P2S as an isolated structure in a non-equilibrium geometry (wB97M-V/def2-TZVPD).

## Properties
Frontier orbital gap (spin up / spin down)   6.656 / 3.761 eV
Total charge   +1
Energy relative to the best compared isomer or geometry (same formula, charge and spin)   41.93 kcal per mole
Expectation value of S²   6.05
E_LUMO (spin up / spin down)   -2.2 / -6.8 eV
Multiplicity   5
Strongest force on any atom   5.358 eV Å⁻¹
Calculated total energy   -71711.7293 eV

Positions of all 83 atoms, in Å:
Ir1 -1.02 -0.97 1.04
C1 -2.45 -1.59 2.67
C2 -2.08 -2.72 1.84
C3 -0.17 -1.92 2.92
C4 -1.28 -1.10 3.33
C5 -0.66 -2.92 2.00
C6 -3.83 -1.06 2.87
H1 -4.45 -1.19 1.97
H2 -3.80 0.01 3.12
H3 -4.33 -1.58 3.69
C7 -1.23 0.02 4.31
H4 -2.23 0.43 4.46
H5 -0.55 0.80 3.96
H6 -0.85 -0.35 5.27
C8 1.23 -1.82 3.42
H7 1.22 -1.88 4.52
H8 1.65 -0.84 3.14
H9 1.84 -2.62 3.01
C9 0.16 -4.00 1.39
H10 0.27 -4.84 2.08
H11 1.17 -3.63 1.16
H12 -0.30 -4.37 0.47
C10 -2.99 -3.51 0.96
H13 -3.31 -4.45 1.44
H14 -2.45 -3.77 0.04
H15 -3.88 -2.92 0.71
C11 -1.14 1.07 0.68
C12 -2.35 0.45 0.23
C13 -2.63 0.12 -1.21
C14 -1.53 -0.73 -1.89
C15 -0.59 -1.44 -0.95
C16 0.57 -0.83 -0.30
C17 0.99 0.58 -0.58
C18 -0.10 1.61 -0.27
H16 -2.81 1.02 -1.80
H17 -0.99 -0.13 -2.63
H18 -3.56 -0.46 -1.23
H19 -0.54 1.99 -1.20
H20 -1.19 1.61 1.63
H21 -3.23 0.63 0.85
H22 0.39 2.45 0.24
H23 1.85 0.80 0.06
H24 1.38 -1.52 -0.02
H25 1.33 0.69 -1.62
H26 -2.03 -1.51 -2.46
H27 -0.49 -2.52 -1.13
P1 -0.87 0.83 -4.94
C19 -0.98 2.66 -5.13
C20 -2.14 0.44 -6.23
P2 1.40 -0.99 -5.68
C21 0.61 0.66 -6.05
C22 0.82 -1.87 -7.20
C23 3.04 -0.55 -6.41
H28 -0.10 3.13 -4.67
H29 -1.89 3.01 -4.63
H30 -1.01 2.90 -6.20
H31 -1.98 1.09 -7.10
H32 -3.12 0.63 -5.79
H33 -2.08 -0.62 -6.53
H34 2.91 -0.23 -7.45
H35 3.67 -1.44 -6.36
H36 3.51 0.25 -5.82
H37 1.32 1.48 -5.83
H38 0.31 0.70 -7.11
H39 1.39 -2.81 -7.23
H40 1.05 -1.28 -8.10
H41 -0.25 -2.10 -7.16
O1 2.73 5.46 3.41
S1 3.38 4.18 3.25
O2 4.78 4.17 2.90
N1 2.50 3.11 2.38
C24 2.00 2.05 3.05
O3 1.31 1.13 2.54
C25 2.37 2.13 4.50
C26 2.08 1.25 5.54
C27 2.53 1.53 6.83
C28 3.30 2.68 7.08
C29 3.61 3.56 6.03
C30 3.14 3.25 4.76
H42 1.50 0.34 5.32
H43 2.30 0.84 7.64
H44 3.66 2.89 8.09
H45 4.21 4.45 6.16

***

What is the strongest force on any atom in the third record? 3.244 eV Å⁻¹